Record 1
{"formula": "C4H10NO", "method": "ωB97M-V/def2-TZVPD", "gap_ev": 9.6538, "total_charge": 1, "e_above_lowest_kj_mol": 360.9, "homo_ev": -15.98, "symbols": ["C", "C", "C", "C", "N", "O", "H", "H", "H", "H", "H", "H", "H", "H", "H", "H"], "positions_angstrom": [[0.397, -0.877, -1.897], [0.675, 1.430, 1.676], [-0.786, -1.137, -1.046], [-0.048, 0.160, 1.242], [-0.897, 0.303, 0.119], [-1.474, 1.271, -0.205], [0.344, -1.597, -2.721], [0.373, 0.112, -2.353], [1.339, -1.029, -1.377], [1.267, 1.210, 2.559], [1.346, 1.759, 0.885], [-0.011, 2.238, 1.912], [-0.730, -1.963, -0.354], [-1.742, -1.044, -1.551], [-0.704, -0.174, 2.063], [0.649, -0.660, 1.047]]}


Record 2
{"formula": "C4H10NO", "method": "ωB97M-V/def2-TZVPD", "gap_ev": 10.5097, "total_charge": 1, "e_above_lowest_kj_mol": 164.1, "homo_ev": -13.81, "symbols": ["C", "C", "C", "C", "N", "O", "H", "H", "H", "H", "H", "H", "H", "H", "H", "H"], "positions_angstrom": [[1.628, -3.489, 0.420], [0.831, -2.463, 0.342], [-1.816, 2.526, 0.509], [1.111, -1.409, -0.608], [-0.724, 2.225, -0.616], [0.526, -0.333, -0.600], [1.650, -4.256, 1.239], [2.584, -3.556, -0.053], [-0.008, -2.048, 0.999], [-1.903, 3.637, 0.667], [-2.803, 2.288, 0.095], [-1.591, 1.885, 1.380], [1.999, -1.450, -1.373], [-1.046, 2.380, -1.586], [0.092, 2.838, -0.401], [-0.530, 1.223, -0.412]]}